Record 1
# C48H50AlN8O14P2S

A molecular structure, C48H50AlN8O14P2S at a distorted geometry (the ωB97M-V functional and the def2-TZVPD basis, the Open Molecules 2025 dataset).

Results
- Multiplicity: 1
- HOMO-LUMO gap: 4.127 eV
- Net charge: -1

```
124
C48H50AlN8O14P2S the ωB97M-V functional and the def2-TZVPD basis
C -5.773 -5.121 4.577
N 4.617 0.976 2.560
C 0.271 -0.624 3.552
C -6.445 -5.342 2.272
C 1.864 -4.014 -9.204
Al 2.242 -1.989 -3.250
H 3.561 4.271 5.605
H -4.876 -5.319 0.820
O 1.284 -2.324 -7.772
H -0.218 -3.962 3.774
H 0.785 -2.274 2.281
C 1.423 7.934 4.875
H 2.997 2.305 4.240
H -7.226 -5.460 1.531
C 2.559 -5.726 -10.728
C -2.366 10.690 -0.679
H 4.933 0.845 -0.263
H -1.903 8.575 4.841
C 2.494 -4.382 -10.385
H 3.053 -6.026 -11.643
O -3.836 9.041 3.712
H -2.774 7.477 0.304
C -0.913 -1.194 5.587
C -2.766 8.558 0.363
H 5.412 -1.346 -2.006
C -3.127 9.217 1.531
C 0.238 6.435 6.361
C -0.259 -2.923 4.044
C -4.443 -5.045 4.186
C -0.959 7.046 6.015
H -3.763 -6.514 -3.855
C -3.122 10.605 1.604
C -4.127 -5.122 2.836
P 1.491 0.095 -4.139
H -2.061 11.267 -1.544
N 0.290 0.722 -3.256
H 2.625 0.980 -4.280
C -3.383 -3.735 -1.963
H -1.315 -3.280 5.880
C 4.248 -5.213 -5.177
C 1.358 -6.304 -8.719
H -2.098 8.798 -1.660
C 3.231 -1.756 -1.489
C 1.291 -4.963 -8.369
O 3.470 0.582 2.605
H 7.017 2.184 2.706
H -2.014 -4.967 -3.065
O 5.485 0.477 1.870
H 0.235 5.617 7.069
C 4.465 0.504 -1.224
C -2.384 9.301 -0.745
C 0.309 -1.969 3.205
H 3.881 -2.116 -5.349
H 0.797 -4.676 -7.450
O -7.540 -6.158 -2.949
H -0.387 -2.333 -1.706
H -0.602 -3.324 -3.841
H -3.409 11.119 2.512
C 0.221 8.537 4.533
C 6.582 3.747 4.104
H 5.037 -5.389 -5.942
C -5.353 -5.462 -2.841
H 2.343 8.284 4.426
C 4.484 -0.868 -1.610
C 4.328 3.816 4.966
C -3.047 -4.808 -2.780
C 1.421 6.890 5.790
H 7.584 4.156 4.068
C -5.118 -5.264 1.873
C -5.699 -4.384 -2.033
H 5.871 5.205 5.507
O 2.645 5.336 6.959
H -2.609 -3.063 -1.613
C 1.995 -6.685 -9.895
H -6.032 -5.065 5.627
C 5.618 4.338 4.915
N 2.686 6.265 6.167
H -1.887 6.705 6.457
H 2.559 -3.300 -5.467
O -3.470 7.229 2.619
H 4.011 1.250 -1.916
H -7.809 -5.340 3.930
C -0.872 -2.535 5.231
H 0.918 -7.054 -8.074
O 3.700 6.708 5.676
S 0.671 -4.864 -1.787
H -3.672 -4.930 4.936
C 4.971 2.129 3.385
N -2.724 -5.066 2.421
H 2.052 -7.734 -10.162
H -4.959 -2.682 -0.958
H -6.726 -4.211 -1.740
O 0.138 1.966 4.369
H 1.053 -0.160 -5.487
N -6.394 -6.387 -3.286
N 1.814 -2.602 -8.825
N -3.508 8.436 2.707
H -2.723 12.422 0.539
H 0.716 0.110 2.894
C -2.737 11.341 0.492
C 3.312 -2.871 -4.744
C 4.214 -4.055 -4.314
C -6.772 -5.274 3.622
O -1.875 -4.978 3.290
H 0.210 9.354 3.821
O -6.058 -7.337 -3.964
C -4.033 -5.679 -3.223
O -0.868 1.452 6.196
C -0.336 -0.249 4.746
H -1.390 -0.902 6.513
H 2.519 -1.236 -0.796
C -4.705 -3.521 -1.594
N -0.358 1.161 5.131
H 4.868 -4.075 -3.416
C 4.003 2.705 4.198
H 2.936 -3.642 -11.039
C 6.261 2.636 3.335
H 3.458 -6.000 -5.099
H 3.449 -2.748 -1.021
H 0.136 0.090 -2.471
O -2.480 -5.115 1.237
C -0.967 8.097 5.105
P 0.249 -3.157 -2.705
O 2.311 -1.793 -9.584
```

Here are the Löwdin charges for atoms 1 to 4, given in e:
1 C -0.07
2 N -0.34
3 C 0.01
4 C -0.06

---

Record 2
# C48H50BI2N2O2

7 unconnected molecules or ions with the total composition C48H50BI2N2O2 at a distorted geometry (the ωB97M-V functional and the def2-TZVPD basis, the Open Molecules 2025 dataset).

Results
- Multiplicity: 1
- HOMO-LUMO gap: 7.750 eV
- Net charge: -1

```
105
C48H50BI2N2O2 the ωB97M-V functional and the def2-TZVPD basis
H 5.879 2.290 0.891
H 1.832 0.543 -1.185
H -3.229 -5.478 -3.512
H 1.218 2.143 2.357
H -2.201 -5.408 0.644
C 0.643 -1.790 -7.956
H -2.633 0.504 -9.470
H -0.203 -1.594 3.976
C 3.390 -2.138 4.728
H 4.772 3.531 1.441
H -6.346 -1.268 -12.205
I 4.419 -0.002 0.099
H -1.521 -3.044 0.448
H -1.691 1.049 0.492
C 3.052 -2.813 5.894
I 2.244 4.456 0.040
H 6.147 -3.219 7.206
C 0.123 -0.988 3.139
H 6.751 -2.037 5.121
C 1.913 4.572 6.886
H 0.519 0.777 4.338
C 0.265 -2.692 -5.356
C -0.840 2.776 -0.490
C 4.721 -1.859 4.451
O -0.997 3.921 -0.762
C 0.523 0.351 3.343
B 1.366 1.357 -0.398
C -2.277 -4.905 -0.312
H -4.282 3.255 4.019
C 0.921 1.106 2.230
H -0.101 0.081 -3.878
H -2.501 -1.780 -10.401
H -1.330 2.426 1.546
H -1.065 1.846 7.488
H -1.918 3.961 3.880
H 2.380 -3.033 -5.331
H 3.778 -3.724 7.696
C 1.451 4.010 8.068
H 5.328 3.505 -0.246
H -4.616 1.906 -9.916
H 0.522 -1.323 -0.089
H -2.550 -3.106 -3.705
C 0.526 -0.828 0.875
C 4.043 -3.200 6.786
N 0.138 1.987 -1.165
C 2.598 2.371 -0.032
H 0.790 -1.439 -8.970
H -1.808 -2.233 -5.665
H 1.195 1.189 -3.353
H 2.719 -2.231 -7.643
H 2.014 -3.037 6.104
C -2.474 -3.616 -2.753
C -2.856 -4.946 -2.646
C 1.536 -2.687 -5.913
C 0.123 1.025 -3.387
H -6.475 1.019 -11.279
H -0.313 3.244 5.626
H -5.048 1.862 5.910
C -2.757 -5.592 -1.421
C -1.692 2.127 0.563
C -5.604 0.406 -11.088
C -0.452 1.036 -2.009
C -4.560 0.905 -10.321
C -3.111 1.770 6.829
C -3.445 0.117 -10.073
H 4.980 -1.339 3.538
C 2.458 3.763 5.897
H -2.704 2.508 0.452
C -0.817 -2.240 -6.099
H 2.810 4.200 4.971
C 2.546 2.391 6.092
H 0.117 -3.042 -4.342
C 1.726 -2.237 -7.212
C -4.012 2.168 5.849
H -3.052 -6.630 -1.330
H -1.473 -1.435 -7.975
C -1.353 2.946 5.684
H -3.444 1.157 7.656
C -0.627 -1.790 -7.398
H 2.964 1.757 5.320
C -4.414 -1.664 -11.363
H -1.684 -1.895 -1.757
H -0.334 1.837 -3.949
H 2.621 -1.833 4.031
C -3.371 -1.167 -10.594
H 1.012 4.640 8.832
H 1.842 5.641 6.730
C 5.374 -2.918 6.510
O -1.356 0.302 -1.692
C 1.543 2.639 8.266
H 1.178 2.196 9.184
C -2.252 3.346 4.706
C 0.934 0.536 0.938
H 2.159 0.762 7.426
H -4.356 -2.665 -11.770
C 5.713 -2.251 5.341
C -1.781 2.155 6.738
C 2.091 1.831 7.278
C 3.854 2.024 0.228
C -5.531 -0.878 -11.609
C -1.891 -3.575 -0.422
C 5.024 2.889 0.599
N 0.128 -1.571 1.925
C -1.988 -2.928 -1.649
C -3.581 2.952 4.787
```

Here are the Löwdin charges for atoms 1 to 4, given in e:
1 H 0.02
2 H 0.08
3 H 0.09
4 H 0.10

---

Record 3
# C48H50Cl2ErN5OP2SeSi2

A molecular structure, C48H50Cl2ErN5OP2SeSi2 at a distorted geometry (the ωB97M-V functional and the def2-TZVPD basis, the Open Molecules 2025 dataset).

Results
- Multiplicity: 4
- HOMO-LUMO gap (alpha / beta): 7.102 / 7.117 eV
- Expectation value of S²: 3.75
- Net charge: 0

```
112
C48H50Cl2ErN5OP2SeSi2 the ωB97M-V functional and the def2-TZVPD basis
C 8.296 17.651 10.803
C 8.049 18.021 8.419
H 16.770 15.843 16.691
H 12.763 18.319 18.347
H 11.531 10.644 15.780
H 17.256 11.532 14.688
C 12.229 15.323 16.885
C 16.361 14.859 16.879
H 13.628 15.649 11.225
H 6.937 20.659 10.205
H 13.144 11.467 6.642
C 7.493 19.246 8.678
H 14.876 9.642 12.942
P 13.763 12.384 14.997
C 12.095 18.115 12.579
C 12.419 10.025 15.787
C 7.353 19.684 10.012
H 17.413 14.595 18.716
C 7.768 13.492 14.856
O 12.778 13.716 10.552
C 14.239 17.566 14.699
H 16.830 12.418 10.564
H 15.135 17.980 14.243
C 12.196 13.040 15.056
C 11.614 10.348 12.369
H 16.407 9.677 12.070
C 8.434 17.219 9.485
C 15.473 14.311 15.974
C 12.199 11.430 10.399
C 17.278 12.140 13.787
H 14.782 15.155 12.472
C 16.715 14.162 18.024
H 14.923 10.130 11.273
C 15.461 10.185 12.209
H 11.432 18.668 13.224
C 7.078 14.455 15.562
H 13.457 6.855 16.375
C 14.930 13.040 16.200
C 12.642 14.466 17.918
C 9.154 15.498 16.211
H 15.225 14.824 15.059
C 12.344 8.669 16.095
H 9.702 12.729 14.328
C 13.097 15.019 19.106
H 14.535 16.842 15.454
H 5.994 14.447 15.545
Er 12.398 13.653 12.732
C 14.722 8.466 15.782
C 14.194 15.997 12.104
H 12.613 13.390 17.772
C 12.298 16.704 17.038
H 9.824 16.253 13.395
N 8.988 15.955 9.557
N 14.315 12.565 13.485
C 12.601 12.671 9.811
H 13.725 18.351 15.230
H 15.231 13.129 10.528
H 12.021 17.364 16.230
C 11.971 9.005 10.419
H 7.197 19.888 7.868
H 11.383 10.451 13.418
N 8.786 16.632 11.602
H 13.416 14.387 19.932
H 14.784 11.414 17.584
N 11.880 11.468 11.724
H 16.525 13.952 11.367
C 13.496 7.895 16.091
P 11.690 14.623 15.341
N 12.084 15.555 14.076
C 12.866 12.647 8.439
C 9.152 13.509 14.852
H 12.804 18.819 12.159
C 8.847 16.640 13.073
H 11.495 8.183 12.330
Si 15.724 11.970 12.722
C 12.875 11.453 7.694
H 15.764 10.249 15.254
H 15.613 7.870 15.759
H 7.203 16.171 16.847
H 8.741 17.669 13.403
H 16.403 12.372 19.185
C 12.735 17.244 18.222
C 9.860 14.540 15.494
C 16.156 12.917 18.269
C 15.257 12.375 17.374
H 11.391 8.217 16.345
H 14.920 16.712 11.709
H 9.245 15.337 8.793
H 18.146 11.828 13.208
C 16.099 12.977 11.163
H 7.615 19.223 12.106
C 7.761 15.430 16.291
Cl 13.312 14.197 7.781
C 12.576 10.265 8.319
C 9.175 15.578 10.840
H 17.456 13.170 14.069
H 9.685 16.295 16.703
H 12.026 8.051 9.904
C 13.642 10.608 15.461
Cl 12.550 8.842 7.343
H 7.239 12.726 14.289
H 13.473 16.833 20.182
C 14.796 9.815 15.467
C 12.245 10.197 9.690
H 8.058 16.014 13.494
C 11.668 9.079 11.750
C 7.737 18.887 11.080
H 11.500 17.755 11.742
H 8.233 17.659 7.413
Se 9.691 13.887 11.337
C 13.136 16.400 19.252
Si 13.083 16.754 13.455
```

Here are the Löwdin charges for atoms 1 to 4, given in e:
1 C -0.16
2 C -0.02
3 H 0.11
4 H 0.11

---

Record 4
# C48H50GeN2O5PdTe

A molecular structure, C48H50GeN2O5PdTe at a distorted geometry (the ωB97M-V functional and the def2-TZVPD basis, the Open Molecules 2025 dataset).

Results
- Multiplicity: 4
- HOMO-LUMO gap (alpha / beta): 7.269 / 6.654 eV
- Expectation value of S²: 3.76
- Net charge: -1

```
108
C48H50GeN2O5PdTe the ωB97M-V functional and the def2-TZVPD basis
C -8.181 5.176 -0.199
H 1.739 -4.206 5.361
H 2.041 -4.111 -0.843
N 0.321 -0.367 2.642
H 3.982 -7.522 0.520
C 1.497 -3.203 -0.586
H -2.457 2.644 -4.504
C 1.998 4.370 -2.639
O -0.404 -2.733 0.801
C 0.349 5.404 -1.232
H -3.426 5.350 -2.308
H 6.632 -2.032 2.221
H -3.833 -2.724 -2.759
H 3.070 -1.862 -1.219
H 6.576 -3.350 -0.024
C -5.751 0.824 0.405
C -3.309 4.996 -1.280
C -5.734 4.956 -0.745
C 0.813 3.048 -1.004
C -4.541 4.239 -0.826
C 2.642 -3.478 3.558
C -2.993 1.013 -3.212
O -2.772 -0.029 4.363
C 3.389 -2.462 2.954
C -6.911 4.371 -0.306
H -0.657 -1.818 3.771
H -6.730 0.572 0.813
C -4.523 2.882 -0.480
C 5.860 -6.659 -0.065
H -2.418 4.379 -1.234
H 0.572 0.610 2.661
H 1.171 -0.914 2.664
H 1.988 -1.143 -0.038
H -5.558 0.169 -0.448
C -3.712 -2.030 -5.383
H 8.364 -0.292 1.996
C -2.637 2.458 -3.445
C -3.509 -1.155 -4.171
H 4.403 -0.594 3.300
C 5.245 -1.082 0.877
C 3.971 -5.386 0.724
H -7.785 2.548 0.405
H 3.843 -0.489 5.695
C -0.602 -0.731 3.716
C 6.010 1.023 -0.053
C 3.507 -1.330 5.100
C -3.105 0.472 -1.918
H -8.015 6.086 0.382
C 6.455 -1.180 1.571
H 4.084 0.166 -0.439
H -3.449 3.109 -3.115
C 0.596 1.706 -0.344
H -8.542 5.475 -1.186
H -2.699 -2.289 -0.282
C 2.498 -2.068 -0.309
H 2.939 -5.357 1.070
H -0.606 4.119 0.196
H 2.496 -2.289 6.735
H -5.732 6.011 -1.018
C 0.113 4.182 -0.612
C 1.767 3.152 -2.012
H -3.560 -0.929 0.433
C 0.592 -3.527 0.607
H -0.303 -0.353 4.691
H -0.199 6.285 -0.916
H -5.003 0.617 1.176
H -3.150 5.876 -0.650
H 0.849 -2.926 -1.420
Pd -0.691 -0.608 0.612
C 4.692 -4.195 0.584
H -8.968 4.601 0.289
C -3.531 -1.598 -0.420
C 4.553 -6.607 0.403
H 2.267 -4.303 2.966
H 6.311 -7.612 -0.317
Te -2.638 1.710 -0.241
O 1.497 1.292 0.402
C 5.034 0.038 0.072
H -3.124 0.626 -5.306
H 2.329 2.271 -2.303
C 2.328 -3.415 4.912
C 6.584 -5.483 -0.215
C 7.432 -0.200 1.449
H 5.823 1.889 -0.678
C 6.002 -4.261 0.105
O 0.846 -4.531 1.282
H 7.604 -5.516 -0.581
C -3.605 -1.670 -2.892
H 1.465 6.450 -2.740
H -4.540 -1.666 -5.997
N -0.512 1.006 -0.702
C -3.405 -0.886 -1.750
H 2.741 4.440 -3.425
C 1.284 5.499 -2.253
H -1.739 2.732 -2.886
C 3.821 -1.392 3.747
C 2.755 -2.341 5.684
C 7.212 0.901 0.629
C -2.003 -0.212 3.422
C -5.708 2.275 -0.024
C -3.206 0.196 -4.311
H -4.439 -2.205 -0.406
O -2.256 -0.013 2.177
Ge 3.866 -2.473 1.046
H -2.816 -2.040 -6.009
H 7.974 1.666 0.531
H -3.929 -3.058 -5.087
C -6.878 3.027 0.047
```

Here are the Löwdin charges for atoms 1 to 4, given in e:
1 C -0.06
2 H 0.10
3 H 0.09
4 N 0.00